# 1
Below is a molecular structure, C3H7N4P, with properties calculated with wB97M-V/def2-TZVPD.

The geometry in XYZ format:
```
15
Properties=species:S:1:pos:R:3:forces:R:3:mulliken_charge:R:1
C -0.329295 0.273906 0.544574 1.5 -1.5 -2.4 0.307
C -0.072708 -1.950012 -0.243154 -1.2 0.3 -3.4 -0.877
C 1.824312 -0.355387 -0.389616 -1.5 0.6 -4.5 -0.874
N -1.371153 1.548170 -0.989733 0.8 -1.0 -0.1 -0.521
N -0.677320 0.729060 1.620194 0.7 -0.3 0.6 0.081
N -1.374951 1.829870 1.776519 -1.6 1.7 -0.2 -0.602
N 0.439841 -0.613213 -0.060903 -0.3 -0.8 1.5 0.155
P -1.778497 2.298071 0.244060 -0.4 2.2 1.8 0.353
H -0.753102 -2.061263 0.561471 -0.7 -1.1 0.5 0.348
H -0.608027 -1.996910 -1.277772 0.3 0.1 1.8 0.277
H 0.676276 -2.722803 -0.411570 0.3 0.2 0.9 0.299
H 2.091252 0.430929 0.218152 1.5 1.4 1.5 0.336
H 2.495353 -1.235720 -0.489135 -0.7 0.6 0.6 0.266
H 1.699416 0.124790 -1.460688 1.0 -0.9 1.6 0.326
H -2.261399 3.700512 0.357602 0.2 -1.6 -0.2 0.127
```
Forces are in eV/Å.

Largest force on an atom: 4.78 eV/A
2S+1: 1
E_LUMO: 0.33 eV
Charge: 0
E: -18467.944 eV
Relative energy (zero: lowest compared OMol25 entry of this formula, charge and spin): 72.15 kcal/mol



# 2
Below is a molecular structure, C30H28I2N8OPS3Yb, with properties calculated with wB97M-V/def2-TZVPD.

The geometry in XYZ format:
```
74
Properties=species:S:1:pos:R:3:forces:R:3:lowdin_spin:R:1
Yb -0.014945 -0.478835 0.215625 -1.0 -2.0 1.9 0.996
C -2.348525 -0.079869 -5.167445 -0.1 0.1 -0.1 0.000
N -2.005390 -0.750814 -3.935680 -0.1 0.1 0.2 0.000
C -1.694793 -2.078783 -3.795685 0.0 0.1 0.0 0.000
C -1.387635 -2.260786 -2.480781 -0.1 -0.1 0.1 0.000
N -1.515561 -1.081952 -1.807527 0.3 0.1 -0.3 0.000
C -1.891237 -0.181740 -2.696710 0.2 -0.3 0.0 0.000
P -2.081076 1.596322 -2.428514 0.0 0.5 0.5 0.000
C -0.342043 2.061348 -2.117650 0.0 -0.4 -0.6 0.000
N 0.509931 1.283160 -1.486261 0.1 0.1 0.0 -0.001
C 1.752771 1.805982 -1.690608 0.0 0.0 0.1 0.000
C 1.651132 2.916727 -2.476060 -0.1 -0.1 0.0 0.000
N 0.317559 3.068497 -2.760870 -0.1 0.0 0.2 0.000
C -0.283685 4.195348 -3.436186 0.0 0.0 -0.1 0.000
C -2.654165 1.571479 -0.696373 -0.1 0.1 -0.2 0.000
N -2.375354 0.655410 0.204532 0.3 0.2 0.1 -0.001
C -2.982320 1.052524 1.362881 0.0 -0.2 0.1 0.000
C -3.637298 2.226424 1.157446 0.0 0.0 -0.1 0.000
N -3.426234 2.556063 -0.158263 -0.1 0.0 0.0 0.000
C -3.856453 3.784223 -0.781356 0.0 0.0 -0.1 0.000
H -2.281324 -0.796849 -5.982746 0.0 0.0 0.0 0.000
H -1.659188 0.741515 -5.365498 0.0 0.0 0.0 0.000
H -3.362334 0.321471 -5.128583 0.0 0.0 0.0 0.000
H -1.679952 -2.747299 -4.637720 0.0 0.0 0.0 0.000
H -1.070041 -3.157738 -1.980051 0.1 0.0 0.1 0.000
H 2.627830 1.393131 -1.220323 0.0 0.0 0.0 0.000
H 2.389941 3.613934 -2.826107 0.0 0.1 0.0 0.000
H 0.507642 4.802401 -3.870794 0.0 0.0 0.0 0.000
H -0.854242 4.812507 -2.740588 0.0 0.0 0.0 0.000
H -0.949059 3.857074 -4.231863 0.0 0.0 0.0 0.000
H -2.874890 0.479809 2.267096 0.1 -0.1 0.0 0.000
H -4.195727 2.864399 1.818190 0.0 0.0 0.0 0.000
H -4.879759 4.007950 -0.481172 0.0 0.0 0.0 0.000
H -3.823281 3.672982 -1.864541 0.0 0.0 0.0 0.000
H -3.209226 4.611958 -0.487333 0.0 0.0 0.0 0.000
I 2.377191 -2.765231 -4.103657 0.0 0.0 0.0 0.000
C 3.276115 -2.319567 -2.273508 0.0 0.0 0.0 0.000
C 4.651357 -2.539105 -2.113925 0.0 0.1 0.1 0.000
C 5.271786 -2.211165 -0.938381 0.1 -0.1 -0.1 0.000
I 7.331118 -2.587701 -0.778568 0.0 0.0 0.0 0.000
C 4.542723 -1.647831 0.142308 0.0 0.0 0.1 0.000
C 5.090368 -1.223508 1.379596 0.0 0.0 0.0 0.000
C 4.285650 -0.661992 2.324418 0.0 0.0 -0.1 0.000
C 2.903428 -0.543894 2.071935 -0.1 -0.3 0.3 0.000
N 2.362377 -0.978119 0.963074 -0.1 0.6 -0.5 -0.001
C 3.157559 -1.473322 -0.022494 -0.1 0.0 0.1 0.000
C 2.464756 -1.801496 -1.259045 0.3 -0.1 0.1 0.000
O 1.215879 -1.605741 -1.357581 -0.3 0.1 -0.1 -0.001
H 5.218111 -2.964902 -2.930071 0.0 0.0 0.0 0.000
H 6.154048 -1.329504 1.552284 0.0 0.0 0.0 0.000
H 4.683355 -0.274986 3.251386 0.0 0.0 0.0 0.000
H 2.232264 -0.150544 2.829295 0.0 0.1 -0.1 0.000
S 1.515108 3.082472 4.069247 0.0 -0.2 -0.2 0.000
C 1.529046 2.487578 2.480414 0.0 0.6 -0.1 0.000
S 0.022079 1.820138 1.838839 0.1 -0.2 0.0 -0.001
S 2.887322 2.670335 1.448409 -0.1 -0.2 0.1 0.000
C -3.330648 -3.013800 0.721001 0.0 0.0 0.1 0.000
C -2.596917 -3.563029 1.910857 -0.3 -0.3 0.0 0.001
C -3.124994 -4.581140 2.682262 -0.1 0.1 -0.2 0.000
C -2.443423 -5.116364 3.771095 -0.1 -0.2 0.1 0.002
C -1.188935 -4.593093 4.073393 0.3 0.1 0.1 0.000
C -0.618665 -3.575440 3.334881 0.1 -0.3 0.4 0.001
C 0.732833 -3.007837 3.660479 -0.1 0.0 0.0 0.000
C -1.307791 -3.018075 2.214057 0.3 0.8 -0.6 0.001
N -0.773825 -2.042902 1.500174 0.7 1.5 -1.4 0.002
H -4.367318 -3.358959 0.707217 -0.1 -0.1 0.0 0.000
H -2.854687 -3.321825 -0.215443 0.0 0.0 0.0 0.000
H -3.310944 -1.919888 0.709734 0.0 0.0 0.0 0.000
H -4.107542 -4.968717 2.424603 -0.1 -0.1 0.0 0.000
H -2.875188 -5.913256 4.364930 0.0 0.0 0.0 0.000
H -0.633550 -4.991876 4.918341 0.0 0.0 0.1 0.000
H 1.166776 -3.499421 4.533385 0.0 -0.1 0.1 0.000
H 0.665083 -1.931766 3.855541 0.0 0.0 0.0 0.000
H 1.417997 -3.115292 2.811878 -0.1 0.0 0.0 0.000
```
Forces are in eV/Å.

Largest force on an atom: 2.92 eV/A
2S+1: 2
E_LUMO (spin up / spin down): 3.29 / 3.29 eV
Charge: -2
E: -135062.207 eV
Relative energy (zero: lowest compared OMol25 entry of this formula, charge and spin): 61.47 kcal/mol